Below is a single C22H17ClN2O2 molecule at a distorted geometry, with properties calculated with the ωB97M-V functional and the def2-TZVPD basis.

Calculated values
E, Ha: -1568.62017
E_HOMO, Eh: -0.2992
ΔE to the lowest compared entry with this formula, charge and spin, eV: 1.923
HOMO-LUMO gap, eV: 8.10
Total charge: 0
Structure (SMILES): OC1(c2cccc(-c3ccc4nc(-c5ccc(Cl)cc5)cn4c3)c2)COC1
Maximum force, eV/A: 3.5

CARTESIAN COORDINATES (ANGSTROEM)
O1 -4.194068 5.504676 -1.151537
C1 -3.520392 4.239592 -1.394369
C2 -2.069752 3.900226 -0.830326
C3 -1.322131 4.961921 -0.203682
C4 -0.001818 4.647938 0.144451
C5 0.568718 3.341599 0.199231
C6 -0.279685 2.283104 -0.290651
C7 0.307819 0.954302 -0.374674
C8 -0.008902 0.211738 -1.572564
C9 0.350129 -1.096502 -1.679995
C10 1.074389 -1.850986 -0.656593
N1 1.389644 -3.163131 -0.504878
C11 2.046041 -3.173736 0.726582
C12 2.506064 -4.424306 1.472776
C13 3.222758 -4.452814 2.693182
C14 3.570753 -5.664720 3.229439
C15 3.360542 -6.867592 2.529447
Cl1 3.960623 -8.417439 2.984191
C16 2.838650 -6.797505 1.224369
C17 2.403230 -5.609127 0.714048
C18 2.230263 -1.908790 1.235491
N2 1.524435 -1.046633 0.398736
C19 1.116166 0.280709 0.590357
C20 -1.615493 2.552283 -0.789171
C21 -4.514238 3.011722 -1.179790
O2 -4.458724 2.768895 -2.634732
C22 -3.705554 3.999372 -2.836089
H1 -4.250866 5.642540 -0.147472
H2 -1.741935 5.983459 -0.074957
H3 0.633528 5.532192 0.400142
H4 1.590178 3.296059 0.561228
H5 -0.565520 0.731549 -2.317071
H6 0.039675 -1.603090 -2.568439
H7 3.287535 -3.498973 3.341614
H8 3.920483 -5.779152 4.177970
H9 2.920959 -7.688696 0.614302
H10 2.100652 -5.701005 -0.298764
H11 2.779175 -1.677804 2.103079
H12 1.341609 0.905189 1.456408
H13 -2.231858 1.663937 -1.131719
H14 -5.477013 3.262690 -0.768615
H15 -4.142231 2.135561 -0.629924
H16 -2.759698 3.777889 -3.372746
H17 -4.224136 4.832857 -3.388286

Forces on atoms 1 to 3 (eV/Å):
1.4 -0.5 2.9
-0.8 -0.7 2.0
-1.3 1.2 1.3

Here are the natural (NBO) charges for atoms 1 to 4, given in e:
1 O -0.703
2 C 0.180
3 C -0.009
4 C -0.228